Entry 1:
{
  "formula": "ClO4",
  "method": "ωB97M-V/def2-TZVPD",
  "symbols": ["Cl", "O", "O", "O", "O"],
  "coordinates": [[0.052284, -0.070908, 0.047740], [0.107604, 0.758232, -1.074310], [-0.245386, -1.119418, -0.885860], [0.976304, -0.198988, 1.155110], [-0.890806, 0.631082, 0.757320]],
  "forces_ev_per_angstrom": [[-0.47, 1.52, -2.17], [5.19, 8.07, -3.27], [-0.94, -8.09, 3.45], [3.42, -2.39, -1.70], [-7.19, 0.89, 3.69]],
  "nbo_charge": [2.55, -0.93, -0.86, -0.84, -0.91],
  "e_above_lowest_kcal_mol": 81.3,
  "multiplicity": 1,
  "total_charge": -1,
  "total_energy_ha": -760.83513
}


Entry 2:
{
  "formula": "Co3H24O20P2",
  "method": "ωB97M-V/def2-TZVPD",
  "symbols": ["Co", "Co", "Co", "P", "O", "O", "O", "O", "P", "O", "O", "O", "O", "O", "H", "H", "O", "H", "H", "O", "H", "H", "O", "H", "H", "O", "H", "H", "O", "H", "H", "O", "H", "H", "O", "H", "H", "O", "H", "H", "O", "H", "H", "O", "H", "H", "O", "H", "H"],
  "coordinates": [[-1.809038, 1.124592, 1.578305], [-0.355326, -2.197512, 1.283872], [-2.382958, -1.484591, -0.916835], [-0.166158, -0.102831, -0.288031], [-0.229677, -0.141047, 1.256452], [-0.265255, -1.541442, -0.722437], [0.967942, 0.786641, -0.819398], [-1.675893, 0.378438, -0.323754], [-3.506894, -1.356949, 1.511092], [-3.112569, -0.114482, 2.283834], [-4.050495, -1.096461, 0.076992], [-4.571431, -2.264833, 2.049626], [-2.219123, -2.052108, 1.048462], [1.775315, 0.812248, 2.990997], [1.175685, 0.529055, 2.300723], [2.620711, 0.904333, 2.551624], [-0.501904, 2.696822, 1.069996], [-0.081936, 2.639438, 0.211756], [-0.019857, 3.385721, 1.527469], [0.611745, -3.259473, -2.427080], [-0.223387, -3.454705, -2.852127], [0.380845, -2.685786, -1.696460], [-2.556096, 1.966775, -2.364943], [-2.116130, 1.292597, -1.847109], [-3.482986, 1.730606, -2.328508], [-0.147058, -1.090835, -3.916787], [0.325354, -0.948475, -3.096554], [0.355743, -0.605253, -4.570721], [3.072887, -0.534548, -0.114594], [2.389736, 0.104517, -0.317428], [2.928180, -1.246504, -0.737826], [3.239090, 0.886805, -3.150916], [2.832586, 0.794610, -2.289239], [2.506668, 0.855390, -3.766388], [-1.225815, 1.502496, 3.449516], [-1.257096, 2.307349, 3.966682], [-1.069528, 0.810342, 4.091962], [1.694002, -2.205608, 1.444359], [2.078207, -2.705207, 2.164791], [2.390275, -1.610142, 1.167117], [0.238304, 1.848778, -3.068640], [0.301459, 1.417710, -2.216341], [-0.666457, 2.157848, -3.114803], [2.252790, 3.091170, -0.488384], [1.822982, 2.237195, -0.535546], [2.825958, 3.114002, -1.254669], [-0.373420, -2.203965, 3.343410], [0.022014, -1.583448, 3.955634], [-0.741995, -2.889273, 3.900844]],
  "forces_ev_per_angstrom": [[-0.58, -1.19, -0.31], [-0.19, 0.51, -0.02], [-1.96, -0.67, -0.49], [-1.68, 2.50, 1.35], [2.91, -0.21, 2.27], [1.47, -1.21, -0.77], [-1.51, -1.13, 0.40], [0.79, 1.83, -2.96], [-5.62, -2.37, -1.86], [0.70, 1.88, 1.01], [0.49, 1.98, -1.39], [1.22, 0.27, 2.10], [3.08, -2.41, 0.49], [0.41, 0.16, 0.81], [-0.77, -0.29, -0.69], [0.27, 0.07, -0.09], [-0.35, 0.37, 0.00], [0.21, -0.07, -0.67], [0.13, 0.10, 0.30], [0.98, -1.05, -0.18], [-0.29, 0.13, -0.20], [-0.22, 0.14, 0.12], [-0.11, 0.88, -0.65], [0.00, -0.54, 0.67], [-0.20, -0.13, 0.00], [-0.36, -0.05, -0.41], [0.14, -0.14, 0.16], [0.01, 0.30, -0.13], [1.33, -0.76, 0.86], [-0.79, 0.55, -0.23], [0.04, -0.22, -0.50], [0.57, -0.03, -0.09], [-0.22, -0.05, 0.16], [-0.39, 0.18, -0.07], [0.30, 0.75, 1.14], [-0.03, 0.35, 0.02], [-0.15, -0.49, -0.08], [-0.24, -1.35, 0.77], [-0.03, -0.33, 0.32], [0.47, 1.19, -0.96], [0.27, 0.49, -0.85], [0.31, -0.04, 0.23], [-0.49, 0.08, -0.28], [0.31, 0.79, 0.57], [-0.25, -0.51, -0.18], [0.06, 0.08, -0.31], [0.03, -0.47, 0.73], [0.39, 0.48, -0.12], [-0.46, -0.36, 0.01]],
  "lowdin_spin": [2.76, 2.80, 3.13, 0.05, 0.11, 0.15, 0.02, 0.11, 0.04, 0.09, 0.16, 0.02, 0.17, 0.01, 0.00, 0.00, 0.03, 0.00, 0.00, 0.03, 0.02, 0.01, 0.01, 0.01, 0.00, 0.04, 0.01, 0.00, 0.01, 0.00, 0.00, 0.00, 0.00, 0.00, 0.04, 0.00, 0.01, 0.05, 0.01, 0.00, 0.00, 0.00, 0.00, 0.00, 0.00, 0.00, 0.05, 0.01, 0.01],
  "s_squared": 30.0182,
  "multiplicity": 11,
  "total_charge": -1,
  "total_energy_ha": -6350.56270
}